93
Properties=species:S:1:pos:R:3:forces:R:3 method="wB97M-V/def2-TZVPD" e_lumo_ev=-5.89 de_lowest_kcal_mol=0.0 homo_ev=-12.935 total_energy_ha=-2301.98625 charge=+2
Mg -0.875239 0.362434 -0.970687 0.00 0.04 0.27
C 0.500180 -6.054058 1.499219 0.03 -0.05 0.03
C 0.532758 -4.710543 0.832497 -0.05 0.05 -0.04
C 1.645097 -3.932029 0.781202 0.02 0.02 -0.02
C 1.676889 -2.681595 0.088612 -0.02 -0.01 -0.01
C 2.799165 -1.861791 -0.006141 0.04 0.01 0.02
N 3.926171 -1.842774 0.684829 -0.02 0.01 0.01
C 4.314388 -2.597226 1.888792 0.03 0.01 -0.06
C 3.404842 -2.382613 3.101606 0.00 -0.07 0.05
C 3.594907 -1.061624 3.846005 -0.01 0.08 0.00
N 3.285806 0.087712 2.987630 -0.04 -0.03 -0.03
C 2.097850 0.438206 2.534504 0.02 0.01 0.01
C 0.819387 0.215438 3.058390 0.02 -0.01 -0.02
C 0.491926 0.077882 4.435861 0.00 0.02 0.00
C -0.798131 0.180667 4.871557 -0.02 0.01 -0.07
C -1.171237 0.096013 6.323536 0.02 -0.03 0.06
C -1.802082 0.433541 3.901403 -0.01 0.00 0.02
C -1.561836 0.544710 2.553003 0.02 -0.02 0.04
C -2.684892 0.791352 1.654921 0.03 -0.01 -0.07
N -2.647082 0.871542 0.381363 0.04 -0.02 0.01
C -3.959342 0.986158 -0.269992 0.05 0.06 0.05
C -4.507091 -0.391103 -0.628163 -0.07 -0.02 0.00
C -3.701992 -1.170227 -1.660830 0.03 -0.04 -0.03
N -2.309410 -1.381465 -1.256379 0.00 0.04 -0.01
C -1.992257 -2.572823 -0.948573 0.03 0.05 0.01
C -0.687278 -2.995430 -0.444880 0.03 0.00 -0.01
C -0.634496 -4.194470 0.215081 0.00 -0.03 0.02
C 0.505414 -2.200013 -0.614555 -0.07 -0.01 -0.01
O 0.511496 -1.145971 -1.321547 0.07 0.01 -0.04
C -0.223295 0.358683 2.073730 -0.04 0.02 0.01
O 0.064493 0.282841 0.850884 0.00 0.02 -0.14
H 1.465242 -6.297899 1.941224 -0.01 0.00 0.00
H 0.254229 -6.841208 0.785033 -0.01 0.01 -0.01
H -0.250856 -6.085022 2.290090 0.00 0.01 -0.01
H 2.549633 -4.309633 1.235050 0.00 0.01 0.01
H 2.741440 -1.087461 -0.764035 -0.01 0.01 -0.01
H 4.621395 -1.200488 0.338749 0.01 0.00 0.01
H 5.331591 -2.279597 2.121356 -0.01 0.00 0.02
H 4.386035 -3.655011 1.642923 -0.02 -0.01 0.01
H 3.615595 -3.189398 3.807453 0.00 0.02 0.00
H 2.355166 -2.490356 2.822484 0.00 0.02 -0.03
H 4.621847 -0.937205 4.188262 0.01 -0.03 -0.02
H 2.963954 -1.043735 4.728338 0.00 -0.02 0.01
H 4.068601 0.472056 2.482522 0.03 0.02 0.03
H 2.125045 1.006109 1.607450 -0.03 -0.04 0.06
H 1.279735 -0.019323 5.171749 0.00 -0.01 0.00
H -0.301607 -0.122369 6.941299 -0.01 0.00 0.00
H -1.907708 -0.690547 6.494086 0.00 0.01 0.00
H -1.604451 1.032859 6.676504 -0.01 0.00 -0.02
H -2.824854 0.548524 4.250144 0.01 0.00 0.01
H -3.649182 0.893787 2.165453 0.00 0.00 -0.01
H -3.851993 1.596472 -1.168093 0.00 -0.02 -0.03
H -4.668106 1.494747 0.390055 -0.01 -0.01 0.00
H -5.518005 -0.266438 -1.022950 0.01 0.00 0.00
H -4.599364 -0.981576 0.288733 0.02 0.00 -0.01
H -3.699293 -0.625564 -2.604780 -0.01 0.02 -0.01
H -4.191099 -2.131151 -1.846208 -0.01 0.00 0.01
H -2.743352 -3.367590 -1.003717 -0.01 0.00 -0.01
H -1.546073 -4.782561 0.278404 0.01 0.00 0.00
O 0.998012 0.865079 -3.330888 -0.01 0.01 -0.02
C 2.118826 1.731346 -3.495642 -0.01 -0.04 0.04
C 3.044561 1.728226 -2.287271 0.00 0.06 0.00
C 2.293603 1.788348 -0.948593 0.07 -0.04 -0.06
C 1.261470 2.879313 -0.863079 -0.04 -0.05 -0.02
C 1.639015 4.206388 -0.696424 -0.01 -0.02 -0.05
C 0.669559 5.190090 -0.620640 0.01 0.03 -0.01
C -0.663151 4.819643 -0.708000 -0.03 -0.02 0.02
C -0.957272 3.480632 -0.872686 0.03 0.04 -0.01
N -0.027874 2.521950 -0.955962 -0.15 -0.09 0.08
H 1.278474 -0.056890 -3.290921 0.07 -0.01 0.04
H 1.697644 2.726902 -3.640120 0.00 -0.03 0.03
H 2.672397 1.480452 -4.403068 0.01 0.00 0.00
H 3.727991 2.576094 -2.382641 -0.01 0.00 0.00
H 3.673850 0.831586 -2.295256 -0.02 -0.02 -0.02
H 3.029337 1.933756 -0.149304 0.01 0.03 -0.04
H 1.790310 0.840978 -0.765676 0.02 -0.01 0.00
H 2.689726 4.457811 -0.628090 0.00 0.00 0.00
H 0.948343 6.227614 -0.492772 0.00 0.00 0.00
H -1.460299 5.546638 -0.646255 0.01 0.01 -0.01
H -1.989523 3.153490 -0.943672 0.02 0.00 0.01
C -4.030970 1.747619 -4.120109 -0.02 0.02 -0.07
Sb -1.968829 1.395380 -3.647320 -0.07 0.06 0.03
C -1.315087 3.345555 -4.205683 0.03 0.05 -0.02
C -1.533148 0.351437 -5.444153 0.02 -0.03 -0.03
H -4.077472 2.315972 -5.049049 -0.01 -0.01 0.01
H -4.543063 2.315259 -3.343776 0.02 0.00 0.02
H -4.557460 0.805512 -4.271941 0.00 0.00 0.02
H -1.397907 3.450029 -5.286829 0.02 0.01 0.01
H -0.289945 3.543112 -3.898003 -0.03 -0.05 -0.01
H -1.964796 4.081715 -3.733010 -0.01 0.00 -0.01
H -1.946904 0.916799 -6.277834 0.03 -0.02 -0.02
H -1.991197 -0.636353 -5.423346 0.00 0.00 0.00
H -0.456893 0.246672 -5.562443 -0.03 0.02 0.00

***

85
Properties=species:S:1:pos:R:3:forces:R:3 method="wB97M-V/def2-TZVPD" e_lumo_ev=-2.54 de_lowest_kcal_mol=0.0 homo_ev=-10.458 total_energy_ha=-3974.65476 charge=+1
Mg 0.768781 0.588904 -0.395283 -0.56 -0.47 -0.16
C 2.562909 -1.140104 3.786167 -0.95 -0.19 0.12
C 1.828822 0.190478 3.957219 0.02 -0.60 0.70
S 1.263095 0.980023 2.447400 -0.44 0.29 -0.07
C 2.497060 2.224302 2.020941 0.54 -0.10 0.97
C 3.738098 1.743432 1.294358 -0.07 -0.04 -0.45
S 3.369964 0.698004 -0.152104 0.23 0.16 0.05
C 4.265040 -0.849976 0.161621 -0.58 -0.49 0.51
C 3.874381 -1.744973 1.357418 -0.78 0.27 -0.28
S 4.166413 -1.068301 3.021957 0.78 0.00 -0.11
H 1.925171 -1.789700 3.186768 0.07 -0.16 0.02
H 2.652952 -1.628213 4.767668 0.09 0.21 -0.22
H 2.454988 0.896010 4.487044 0.17 0.32 0.08
H 0.944681 0.012468 4.607010 0.35 0.17 -0.60
H 2.824304 2.781135 2.917534 -0.26 -0.28 -0.18
H 1.924378 2.911165 1.436405 -0.35 0.47 -0.56
H 4.359601 1.183838 1.977607 0.13 -0.17 -0.01
H 4.313922 2.582179 0.919735 0.06 0.31 0.03
H 5.305179 -0.586797 0.229926 0.52 0.18 -0.05
H 4.121866 -1.410186 -0.769492 -0.01 0.03 0.20
H 4.437027 -2.670806 1.290838 0.16 -0.08 -0.13
H 2.813037 -2.025776 1.319424 0.44 0.09 -0.18
N 1.069239 1.880537 -4.515135 0.45 -0.24 -0.76
C 0.769221 0.583284 -4.892591 -0.68 0.19 -0.91
C 0.707881 -0.010925 -6.148360 0.08 -0.37 0.50
C 0.337021 -1.344911 -6.167897 0.00 0.23 -1.44
C -0.074351 -2.018882 -5.032389 0.10 -0.44 0.42
C -0.011829 -1.416613 -3.794508 -0.29 0.22 0.19
C 0.403566 -0.081699 -3.731575 0.34 -0.48 0.56
N 0.609996 0.779438 -2.634825 0.04 -0.24 0.41
C 1.029767 1.889996 -3.168068 0.31 1.33 0.08
C 1.540510 3.101488 -2.524469 0.66 0.38 0.29
C 2.006644 4.184594 -3.229450 0.06 -0.20 -0.30
S 2.669430 5.333140 -2.165113 -0.09 0.08 0.05
C 2.293292 4.304764 -0.845093 0.23 0.40 -0.27
N 1.757198 3.181344 -1.164526 -0.73 -0.79 -0.47
H 1.451158 2.624065 -5.109050 -0.37 -0.85 0.50
H 0.957468 0.538740 -7.033940 0.14 0.05 -0.35
H 0.335973 -1.893425 -7.119025 -0.06 0.39 0.38
H -0.414648 -3.048210 -5.144311 0.13 0.25 0.23
H -0.310900 -1.964777 -2.919495 0.02 -0.01 0.34
H 2.087786 4.316978 -4.316832 -0.18 0.11 0.78
H 2.494656 4.601953 0.166906 0.17 0.07 0.22
O -1.235631 -0.577893 0.189973 0.24 -0.04 0.53
C -0.908248 -1.887501 0.778476 -0.65 0.64 0.22
C 0.546478 -2.229071 0.331228 -0.06 -0.11 0.35
O 1.022497 -3.282347 0.739163 0.07 0.29 -0.32
O 1.121894 -1.353361 -0.404816 -0.10 -0.24 0.10
C -1.949923 -2.858273 0.200903 1.30 -0.01 0.03
C -3.278933 -2.732501 0.524378 -1.07 0.24 0.42
C -4.249122 -3.509115 -0.109947 0.88 -0.33 -0.28
C -3.868282 -4.420724 -1.093209 0.68 0.10 0.10
C -2.503435 -4.605949 -1.363033 -0.61 0.04 -0.28
C -1.559635 -3.816520 -0.725515 0.23 -0.43 -0.37
C -1.013816 -1.770177 2.335077 0.56 -1.06 -1.11
C -0.552477 -2.869739 3.095652 -0.48 0.76 0.42
C -0.673449 -2.808033 4.476186 -0.09 -0.15 0.52
C -1.229343 -1.685629 5.114343 0.12 -0.46 0.12
C -1.669273 -0.630045 4.350172 -0.04 0.30 -0.27
C -1.564802 -0.673053 2.968072 0.29 -0.02 -0.29
H -1.763897 -0.741066 -0.599894 0.03 -0.18 0.02
H -3.594047 -2.021441 1.294726 0.17 -0.21 -0.20
H -5.268264 -3.454545 0.196875 -0.60 0.24 0.05
H -4.599790 -4.980483 -1.658078 -0.11 -0.12 0.17
H -2.183913 -5.352438 -2.097826 -0.14 0.31 0.29
H -0.508597 -3.982717 -0.956410 -0.21 0.12 0.14
H -0.092196 -3.734371 2.639968 -0.14 0.10 -0.19
H -0.350502 -3.664388 5.083437 -0.08 0.44 -0.29
H -1.316658 -1.637758 6.197745 0.06 -0.14 -0.19
H -2.076002 0.279415 4.764348 -0.06 -0.03 0.40
H -1.833656 0.204302 2.401530 -0.19 -0.07 -0.13
O -0.555489 2.110934 -0.037461 -0.13 0.38 0.14
S -1.708142 2.498233 0.888302 0.56 -0.72 0.10
C -3.174306 1.745891 0.114526 -0.44 -0.10 0.39
C -4.101264 2.876566 -0.306288 -0.02 0.29 0.88
C -3.177736 3.989897 -0.729944 0.65 0.61 -0.27
C -2.180456 4.181544 0.435610 -0.13 0.17 -0.10
H -3.620065 1.039817 0.813430 0.02 0.05 0.09
H -2.784638 1.163987 -0.710888 0.13 0.15 -0.30
H -4.661181 3.238195 0.567124 -0.09 -0.25 -0.13
H -4.821848 2.572909 -1.053086 -0.04 -0.09 -0.26
H -3.678203 4.923322 -0.977659 -0.11 0.01 0.04
H -2.631223 3.661350 -1.621578 0.10 0.19 0.07
H -2.625804 4.643237 1.348503 0.10 -0.39 -0.68
H -1.247391 4.731555 0.215457 -0.46 -0.32 -0.06

***

19
Properties=species:S:1:pos:R:3:forces:R:3 method="wB97M-V/def2-TZVPD" e_lumo_ev=0.81 de_lowest_kcal_mol=26.1 homo_ev=-10.270 total_energy_ha=-385.28014
O -2.855688 -0.894054 1.528014 0.36 -0.49 -0.20
C -1.690994 -0.571731 0.775580 0.47 -0.36 -0.68
C -2.000000 -0.903948 -0.710346 -0.80 0.42 2.23
C -0.760766 -1.137402 -1.573877 -2.02 -0.26 -0.17
C 0.210480 0.004638 -1.495235 0.89 -0.03 -0.17
O -0.327671 1.313620 -1.611533 -0.27 -0.16 0.18
H -2.630829 -0.760042 2.446426 -0.13 0.03 0.41
H -1.462027 0.473354 1.011033 0.21 0.04 -0.66
H -0.774578 -1.156239 0.989628 -0.49 -0.12 0.70
H -2.772726 -0.168298 -0.921721 0.35 0.51 -1.19
H -2.625410 -1.795749 -0.655753 0.33 -0.39 -0.06
H -1.182926 -1.383656 -2.552072 0.55 0.34 -0.40
H -0.350430 -2.087178 -1.213029 0.45 0.33 -0.03
H 0.982960 -0.053327 -2.269481 0.10 -0.39 0.23
H 0.671719 -0.104581 -0.507250 0.25 0.40 -0.13
H -1.232090 1.233387 -1.916242 -0.24 0.10 -0.06
O 6.491118 2.527672 3.202262 -0.07 0.25 0.48
H 5.849253 3.236763 3.167562 -0.18 0.35 0.38
H 6.460608 2.226771 2.306033 0.25 -0.60 -0.86